# C64H165N15O22

A 13-piece molecular cluster, C64H165N15O22 overall in a non-equilibrium geometry (ωB97M-V/def2-TZVPD, the Open Molecules 2025 dataset).

Positions of all 266 atoms, in Å:
C -12.070 -17.027 22.038
O -11.541 -17.907 22.714
N -13.186 -17.188 21.364
N -11.505 -15.730 21.995
H -13.623 -18.104 21.421
H -13.697 -16.359 21.059
H -10.558 -15.708 22.208
H -11.557 -15.259 21.069
C -14.540 -22.918 26.050
O -13.667 -22.893 25.162
N -15.442 -23.997 26.188
N -14.775 -21.697 26.760
H -16.297 -23.952 26.714
H -15.133 -24.886 25.839
H -14.725 -21.650 27.828
H -14.267 -20.894 26.369
C -10.287 -14.567 29.039
C -9.975 -15.870 28.347
C -10.273 -15.869 26.900
O -11.623 -15.495 26.693
C -12.074 -15.256 25.375
N -8.561 -16.161 28.613
H -11.357 -14.365 28.900
H -9.667 -13.788 28.653
H -10.083 -14.664 30.143
H -10.547 -16.700 28.806
H -10.038 -16.866 26.515
H -9.694 -15.096 26.395
H -13.030 -14.696 25.341
H -12.233 -16.188 24.800
H -11.352 -14.609 24.785
H -7.941 -15.525 28.134
H -8.337 -17.117 28.342
C -19.762 -11.827 22.855
C -20.286 -13.051 23.658
C -21.761 -13.025 24.029
O -21.978 -14.324 24.550
C -23.328 -14.378 25.162
N -20.005 -14.224 22.889
H -18.709 -11.673 23.110
H -20.313 -10.881 23.072
H -19.859 -12.074 21.795
H -19.703 -12.986 24.606
H -22.283 -12.937 23.069
H -22.004 -12.195 24.715
H -23.345 -15.355 25.711
H -24.124 -14.285 24.386
H -23.528 -13.462 25.762
H -20.349 -14.224 21.919
H -20.287 -15.047 23.341
C -14.629 -21.025 19.517
O -13.402 -20.230 19.490
C -12.960 -20.209 18.169
C -13.643 -19.123 17.321
N -13.526 -17.825 17.954
C -12.363 -17.092 17.817
C -12.107 -16.650 16.326
O -10.707 -16.491 16.230
C -10.360 -15.439 15.327
H -15.014 -21.002 20.537
H -14.488 -22.084 19.275
H -15.361 -20.537 18.871
H -12.856 -21.232 17.824
H -11.976 -19.787 18.233
H -14.697 -19.354 17.126
H -13.248 -19.086 16.343
H -13.787 -17.935 18.933
H -11.437 -17.544 18.205
H -12.446 -16.210 18.484
H -12.677 -15.752 16.006
H -12.335 -17.489 15.635
H -9.287 -15.232 15.311
H -10.902 -14.536 15.648
H -10.592 -15.705 14.294
C -18.911 -20.220 30.706
O -18.382 -19.483 29.641
C -18.295 -20.192 28.437
C -17.895 -19.161 27.436
N -18.837 -18.084 27.282
C -18.307 -17.105 26.329
C -19.043 -15.810 26.407
O -18.741 -15.175 27.645
C -19.459 -13.929 27.773
H -18.117 -20.936 30.935
H -19.855 -20.673 30.374
H -19.074 -19.573 31.549
H -19.326 -20.596 28.123
H -17.589 -21.074 28.537
H -17.800 -19.690 26.442
H -16.864 -18.861 27.676
H -18.983 -17.629 28.193
H -18.318 -17.522 25.307
H -17.226 -17.023 26.517
H -20.103 -16.072 26.394
H -18.868 -15.182 25.539
H -19.193 -13.430 28.722
H -20.571 -14.110 27.760
H -19.165 -13.235 26.986
C -16.556 -23.456 22.591
O -17.039 -22.927 21.363
C -18.256 -22.322 21.554
C -18.928 -21.930 20.256
N -18.429 -20.665 19.787
C -19.111 -20.250 18.532
C -18.762 -18.828 18.102
O -17.413 -18.552 18.187
C -17.042 -17.305 17.703
H -16.512 -22.706 23.397
H -15.563 -23.851 22.463
H -17.233 -24.218 22.901
H -18.178 -21.425 22.146
H -18.842 -23.103 22.060
H -20.005 -21.946 20.449
H -18.804 -22.665 19.482
H -17.420 -20.653 19.686
H -20.212 -20.310 18.613
H -18.849 -20.942 17.760
H -19.317 -18.091 18.626
H -19.110 -18.698 17.029
H -17.636 -17.126 16.744
H -15.976 -17.366 17.468
H -17.233 -16.434 18.437
C -14.147 -20.413 23.039
O -14.874 -19.267 22.547
C -16.311 -19.454 22.569
C -16.996 -18.186 22.306
N -16.656 -17.181 23.291
C -17.136 -15.838 22.962
C -16.501 -15.139 21.729
O -15.038 -15.028 21.756
C -14.590 -13.932 22.519
H -13.069 -20.295 22.811
H -14.544 -21.296 22.555
H -14.210 -20.482 24.132
H -16.550 -19.929 23.508
H -16.501 -20.238 21.819
H -18.067 -18.394 22.330
H -16.830 -17.887 21.252
H -15.651 -17.164 23.505
H -16.905 -15.187 23.821
H -18.212 -15.753 22.863
H -16.904 -14.123 21.611
H -16.748 -15.696 20.811
H -13.591 -14.221 22.903
H -15.146 -13.906 23.479
H -14.694 -13.034 21.914
C -15.528 -14.830 27.752
O -15.280 -15.429 29.004
C -16.221 -16.354 29.447
C -15.634 -17.039 30.629
N -14.464 -17.873 30.442
C -14.800 -19.056 29.636
C -14.479 -20.264 30.485
O -15.042 -21.406 29.852
C -14.771 -22.671 30.532
H -16.303 -14.012 27.747
H -15.849 -15.577 26.994
H -14.593 -14.393 27.366
H -16.369 -17.099 28.655
H -17.224 -15.996 29.652
H -16.484 -17.614 31.023
H -15.444 -16.283 31.406
H -13.599 -17.418 30.308
H -14.297 -19.049 28.651
H -15.889 -19.070 29.492
H -14.998 -20.051 31.452
H -13.410 -20.411 30.587
H -13.696 -22.874 30.568
H -15.321 -23.513 30.043
H -15.054 -22.651 31.592
C -17.870 -6.777 23.659
O -17.406 -7.864 24.376
C -18.422 -8.857 24.482
C -18.029 -9.865 25.560
N -16.950 -10.742 25.078
C -16.352 -11.483 26.178
C -15.407 -10.805 27.154
O -14.186 -10.447 26.530
C -13.235 -11.429 26.387
H -18.245 -7.081 22.628
H -17.116 -6.046 23.594
H -18.795 -6.336 24.080
H -18.518 -9.350 23.522
H -19.415 -8.470 24.741
H -18.860 -10.464 25.845
H -17.698 -9.241 26.418
H -16.294 -10.364 24.413
H -15.676 -12.178 25.677
H -17.193 -12.057 26.597
H -15.303 -11.513 27.996
H -15.739 -9.873 27.602
H -13.175 -11.960 27.361
H -12.253 -11.014 26.170
H -13.533 -12.153 25.629
C -18.269 -13.985 14.798
O -18.478 -15.217 14.168
C -19.725 -15.338 13.423
C -20.917 -15.225 14.352
N -20.845 -16.077 15.525
C -21.887 -15.949 16.548
C -21.432 -16.779 17.744
O -22.446 -16.790 18.800
C -22.100 -17.653 19.806
H -17.312 -13.952 15.310
H -18.977 -13.869 15.646
H -18.504 -13.145 14.136
H -19.620 -16.383 13.152
H -19.705 -14.538 12.675
H -21.831 -15.238 13.744
H -21.101 -14.192 14.744
H -20.796 -17.027 15.249
H -22.869 -16.332 16.236
H -21.981 -14.937 16.909
H -20.522 -16.376 18.263
H -21.351 -17.879 17.452
H -21.119 -17.451 20.234
H -22.125 -18.677 19.398
H -22.893 -17.569 20.622
C -7.759 -19.193 25.139
O -8.544 -19.675 26.222
C -8.928 -21.046 26.123
C -10.377 -21.228 25.737
N -11.281 -21.082 26.891
C -11.393 -19.699 27.449
C -12.138 -18.753 26.531
O -13.415 -19.232 26.371
C -14.187 -18.277 25.673
H -6.775 -19.658 25.188
H -7.752 -18.095 25.275
H -8.256 -19.487 24.208
H -8.810 -21.424 27.116
H -8.179 -21.602 25.486
H -10.499 -22.259 25.434
H -10.708 -20.508 24.958
H -12.212 -21.352 26.614
H -10.405 -19.219 27.542
H -11.775 -19.652 28.471
H -11.578 -18.629 25.533
H -12.188 -17.751 27.033
H -14.137 -17.385 26.303
H -15.244 -18.587 25.469
H -13.752 -17.995 24.680
C -10.807 -24.831 19.553
O -12.122 -24.250 19.581
C -12.406 -23.785 20.912
C -11.355 -22.923 21.590
N -10.861 -21.787 20.786
C -9.868 -20.947 21.494
C -9.586 -19.612 20.823
O -8.531 -19.710 19.837
C -8.464 -18.520 19.153
H -10.088 -24.056 19.488
H -10.780 -25.434 18.630
H -10.660 -25.402 20.420
H -12.677 -24.604 21.661
H -13.273 -23.148 20.707
H -10.423 -23.387 21.901
H -11.803 -22.621 22.549
H -11.652 -21.159 20.606
H -8.888 -21.433 21.515
H -10.081 -20.802 22.569
H -9.200 -18.862 21.506
H -10.511 -19.266 20.349
H -9.350 -18.374 18.476
H -7.642 -18.604 18.454
H -8.332 -17.653 19.816

Molecular weight = 1497.11 g mol⁻¹
Multiplicity = 1
Relative energy (zero: lowest compared OMol25 entry of this formula, charge and spin) = 0.00 kcal/mol
Energy = -136426.535 eV
HOMO level = -8.18 eV

Löwdin atomic charge list, values in e, 99 entries: C -0.669; O 0.004; N 0.207; N 0.146; H 0.092; H 0.093; H 0.060; H 0.108; C -0.573; O -0.018; N 0.144; N 0.144; H 0.084; H 0.089; H 0.099; H 0.039; C -0.059; C -0.467; C -0.221; O -0.215; C -0.110; N 0.045; H 0.075; H 0.068; H 0.098; H 0.145; H 0.116; H 0.129; H 0.068; H 0.063; H 0.100; H 0.068; H 0.068; C -0.050; C -0.441; C -0.228; O -0.226; C -0.067; N 0.049; H 0.056; H 0.082; H 0.070; H 0.124; H 0.130; H 0.128; H 0.099; H 0.086; H 0.081; H 0.102; H 0.048; C -0.048; O -0.201; C -0.218; C -0.176; N -0.072; C -0.226; C -0.192; O -0.210; C -0.108; H 0.052; H 0.095; H 0.078; H 0.131; H 0.104; H 0.105; H 0.093; H 0.097; H 0.093; H 0.118; H 0.124; H 0.115; H 0.084; H 0.087; H 0.083; C -0.093; O -0.226; C -0.245; C -0.260; N -0.030; C -0.220; C -0.216; O -0.207; C -0.084; H 0.087; H 0.093; H 0.083; H 0.143; H 0.131; H 0.137; H 0.087; H 0.115; H 0.113; H 0.085; H 0.123; H 0.102; H 0.092; H 0.102; H 0.051; C -0.091